(1)
{"formula": "C33H72F2O15", "method": "ωB97M-V with the def2-TZVPD basis set", "elements": ["C", "C", "O", "C", "C", "O", "C", "C", "O", "C", "C", "F", "C", "O", "O", "C", "C", "C", "C", "F", "H", "H", "H", "H", "H", "H", "H", "H", "H", "H", "H", "H", "H", "H", "H", "H", "H", "H", "H", "H", "H", "H", "C", "O", "C", "C", "O", "C", "H", "H", "H", "H", "H", "H", "H", "H", "H", "H", "C", "O", "C", "C", "O", "C", "H", "H", "H", "H", "H", "H", "H", "H", "H", "H", "C", "O", "C", "C", "O", "C", "H", "H", "H", "H", "H", "H", "H", "H", "H", "H", "C", "O", "C", "C", "O", "C", "H", "H", "H", "H", "H", "H", "H", "H", "H", "H", "C", "O", "C", "C", "O", "C", "H", "H", "H", "H", "H", "H", "H", "H", "H", "H"], "positions_angstrom": [[-1.2711, -0.9874, -0.9288], [-2.8504, -0.5470, -1.1956], [-2.8825, 0.9235, -1.1107], [-3.6856, 1.5003, -2.1997], [-5.3104, 1.1427, -2.0911], [-5.8363, 1.2069, -0.7190], [-6.9359, 2.1739, -0.5817], [-8.2663, 1.8513, -1.4835], [-9.2007, 0.8769, -0.8853], [-10.4929, 1.5570, -0.6491], [-11.7121, 0.4766, -0.3026], [-11.3296, -0.3632, 0.8618], [-13.1315, 1.1661, 0.2406], [-13.2303, 1.8298, 1.4012], [-14.2942, 0.9668, -0.6552], [-13.9998, -0.1001, -1.6272], [-12.3550, -0.2479, -1.6297], [-11.6850, -1.7485, -1.7143], [-11.3924, -2.2459, -3.2828], [-12.4809, -2.7511, -0.9478], [-0.5233, -0.1196, -1.2533], [-1.0858, -1.1679, 0.2256], [-0.9626, -1.9632, -1.4961], [-3.2515, -0.9592, -2.2148], [-3.4639, -0.9955, -0.2797], [-3.3105, 1.1909, -3.2883], [-3.5803, 2.6860, -2.1693], [-5.8368, 1.8709, -2.8546], [-5.4648, 0.0149, -2.4509], [-7.2869, 2.1211, 0.5578], [-6.5857, 3.3052, -0.7299], [-8.8257, 2.8951, -1.6331], [-8.0388, 1.4656, -2.5764], [-10.8838, 2.1795, -1.5715], [-10.3445, 2.2164, 0.3247], [-14.6560, -1.0216, -1.3075], [-14.5258, 0.3222, -2.6113], [-12.0666, 0.2035, -2.6739], [-10.6135, -1.7098, -1.2077], [-10.7261, -3.2320, -3.1945], [-12.3865, -2.5552, -3.8302], [-10.7578, -1.4429, -3.8604], [3.3538, -5.5230, 1.3429], [3.6730, -4.2293, 1.8448], [3.2971, -3.1888, 0.9377], [2.0022, -2.5038, 1.3831], [0.8839, -3.3898, 1.2814], [0.4978, -3.9174, 2.5449], [3.4708, -6.2449, 2.1573], [2.3256, -5.5742, 0.9750], [4.0481, -5.7865, 0.5386], [3.2058, -3.5749, -0.0848], [4.1051, -2.4513, 0.9465], [1.8026, -1.6609, 0.7140], [2.0968, -2.1081, 2.4023], [-0.0006, -3.1418, 3.1337], [1.3531, -4.3122, 3.0995], [-0.2112, -4.7346, 2.3725], [9.6538, -4.4782, 1.3740], [9.9730, -3.1845, 1.8758], [9.5971, -2.1440, 0.9687], [8.3023, -1.4590, 1.4142], [7.1839, -2.3450, 1.3124], [6.7978, -2.8726, 2.5759], [9.7708, -5.2001, 2.1884], [8.6256, -4.5294, 1.0061], [10.3481, -4.7416, 0.5697], [9.5058, -2.5301, -0.0538], [10.4051, -1.4065, 0.9775], [8.1026, -0.6161, 0.7451], [8.3968, -1.0633, 2.4334], [6.2994, -2.0970, 3.1647], [7.6531, -3.2674, 3.1306], [6.0888, -3.6897, 2.4036], [10.5751, -1.8598, 4.7008], [9.7634, -1.3235, 5.7405], [8.9369, -2.3193, 6.3503], [9.5090, -2.7675, 7.6980], [10.7381, -3.4796, 7.5300], [11.8721, -2.6768, 7.8360], [11.3200, -1.1069, 4.4247], [11.0958, -2.7671, 5.0183], [9.9547, -2.0764, 3.8252], [8.7953, -3.1753, 5.6793], [7.9582, -1.8609, 6.5197], [8.8021, -3.4589, 8.1673], [9.6409, -1.9127, 8.3734], [11.9464, -2.5377, 8.9184], [11.8281, -1.7041, 7.3390], [12.7680, -3.2034, 7.4894], [-7.4249, 5.8869, -6.8659], [-8.2366, 6.4232, -5.8262], [-9.0631, 5.4273, -5.2164], [-8.4910, 4.9792, -3.8687], [-7.2619, 4.2671, -4.0367], [-6.1279, 5.0699, -3.7307], [-6.6800, 6.6398, -7.1420], [-6.9042, 4.9795, -6.5484], [-8.0453, 5.6703, -7.7415], [-9.2047, 4.5714, -5.8873], [-10.0418, 5.8858, -5.0469], [-9.1979, 4.2878, -3.3993], [-8.3591, 5.8340, -3.1933], [-6.0536, 5.2090, -2.6482], [-6.1719, 6.0426, -4.2277], [-5.2320, 4.5433, -4.0772], [8.4751, 3.5604, -3.0395], [7.6634, 4.0967, -1.9998], [6.8369, 3.1009, -1.3899], [7.4090, 2.6528, -0.0423], [8.6381, 1.9407, -0.2102], [9.7721, 2.7435, 0.0957], [9.2200, 4.3134, -3.3156], [8.9958, 2.6531, -2.7220], [7.8547, 3.3438, -3.9150], [6.6953, 2.2450, -2.0609], [5.8582, 3.5593, -1.2205], [6.7021, 1.9614, 0.4271], [7.5409, 3.5076, 0.6331], [9.8464, 2.8826, 1.1782], [9.7281, 3.7161, -0.4013], [10.6680, 2.2168, -0.2508]], "lowdin_charge": [-0.10, -0.24, -0.22, -0.18, -0.18, -0.19, -0.15, -0.17, -0.19, -0.10, -0.17, -0.02, -0.16, 0.01, -0.07, -0.10, -0.12, -0.23, -0.07, -0.10, 0.09, 0.08, 0.08, 0.12, 0.14, 0.14, 0.13, 0.12, 0.14, 0.15, 0.14, 0.12, 0.14, 0.15, 0.16, 0.15, 0.15, 0.15, 0.16, 0.10, 0.09, 0.09, -0.11, -0.21, -0.19, -0.19, -0.21, -0.11, 0.09, 0.08, 0.09, 0.13, 0.12, 0.12, 0.13, 0.09, 0.08, 0.09, -0.10, -0.22, -0.18, -0.19, -0.19, -0.10, 0.09, 0.08, 0.09, 0.13, 0.12, 0.11, 0.12, 0.09, 0.08, 0.08, -0.10, -0.20, -0.20, -0.20, -0.20, -0.11, 0.09, 0.09, 0.05, 0.12, 0.12, 0.12, 0.12, 0.09, 0.08, 0.09, -0.11, -0.19, -0.19, -0.20, -0.21, -0.11, 0.09, 0.08, 0.09, 0.13, 0.12, 0.10, 0.13, 0.08, 0.09, 0.09, -0.11, -0.20, -0.19, -0.19, -0.21, -0.11, 0.09, 0.08, 0.09, 0.13, 0.12, 0.12, 0.13, 0.09, 0.08, 0.09], "smiles": "CCOCCOCCOC[C@@]1(F)C(=O)OC[C@@H]1[C@H](C)F.COCCOC.COCCOC.COCCOC.COCCOC.COCCOC", "homo_lumo_gap_ha": 0.337, "e_lumo_ha": 0.005}



(2)
{"formula": "C21H27F3IO4S", "method": "ωB97M-V with the def2-TZVPD basis set", "elements": ["C", "C", "O", "C", "C", "C", "O", "C", "C", "C", "C", "C", "C", "O", "H", "H", "H", "H", "H", "H", "H", "H", "H", "H", "H", "H", "H", "H", "H", "H", "H", "C", "C", "C", "C", "C", "I", "C", "C", "C", "C", "O", "S", "C", "F", "F", "F", "H", "H", "H", "H", "H", "H", "H", "H", "H", "H"], "positions_angstrom": [[2.1388, 5.8918, -0.2357], [1.2822, 4.6873, 0.0741], [2.0927, 3.6311, 0.5923], [1.4072, 2.4635, 0.7831], [2.2927, 1.4658, 1.4196], [1.7639, 0.2427, 1.9463], [0.5713, -0.0467, 1.9470], [2.7982, -0.7583, 2.4751], [3.4561, -1.5817, 1.3791], [4.6353, -0.9445, 0.6323], [4.2919, 0.1980, -0.3507], [4.5296, 1.5996, 0.2066], [3.7402, 1.8452, 1.5188], [0.2556, 2.3190, 0.4070], [1.4841, 6.6772, -0.6209], [2.6453, 6.2888, 0.6431], [2.8852, 5.6859, -1.0037], [0.5271, 4.9447, 0.8290], [0.7913, 4.3286, -0.8371], [3.5467, -0.2395, 3.0818], [2.2649, -1.4486, 3.1410], [3.8355, -2.5020, 1.8498], [2.6954, -1.8935, 0.6482], [5.4017, -0.6209, 1.3512], [5.0891, -1.7480, 0.0317], [4.9155, 0.0757, -1.2483], [3.2433, 0.1112, -0.6769], [5.6001, 1.7489, 0.4144], [4.2224, 2.3499, -0.5407], [3.7987, 2.9144, 1.7488], [4.2226, 1.2830, 2.3254], [-5.3003, -1.1737, -1.4840], [-4.1320, -2.1611, -1.4496], [-4.2574, -3.1981, -2.5530], [-2.7473, -1.5677, -1.4347], [-1.6947, -2.3230, -0.9024], [-1.7635, -4.3963, -0.4786], [-0.4656, -1.7129, -0.6391], [-0.2623, -0.3828, -1.0289], [-1.2960, 0.3358, -1.6287], [-2.5501, -0.2467, -1.8148], [-4.1434, -2.6820, -0.0928], [-5.2313, -3.8735, 0.2709], [-6.1659, -3.1143, 1.6079], [-7.3808, -3.7490, 1.6908], [-5.5034, -3.2792, 2.7881], [-6.3867, -1.7910, 1.4328], [-5.2947, -0.5597, -2.3923], [-6.2411, -1.7348, -1.4787], [-5.2716, -0.5249, -0.6008], [-4.0608, -2.7038, -3.5117], [-3.5211, -4.0069, -2.4559], [-5.2700, -3.6103, -2.6023], [0.3261, -2.2719, -0.1519], [0.7044, 0.0835, -0.8536], [-1.1272, 1.3663, -1.9382], [-3.3880, 0.3092, -2.2304]], "nbo_charge": [-0.62, -0.06, -0.56, 0.76, -0.46, 0.51, -0.68, -0.49, -0.38, -0.40, -0.41, -0.39, -0.41, -0.68, 0.20, 0.20, 0.20, 0.17, 0.18, 0.19, 0.21, 0.19, 0.19, 0.19, 0.19, 0.19, 0.21, 0.17, 0.20, 0.21, 0.18, -0.64, 0.24, -0.67, -0.03, -0.14, 0.12, -0.22, -0.15, -0.19, -0.23, -0.68, 0.50, 0.80, -0.33, -0.32, -0.32, 0.21, 0.22, 0.24, 0.23, 0.24, 0.21, 0.23, 0.25, 0.22, 0.21], "homo_lumo_gap_ha": 0.200, "e_lumo_ha": 0.080, "total_charge": -1}



(3)
{"formula": "C3H10NS", "method": "ωB97M-V with the def2-TZVPD basis set", "elements": ["C", "N", "H", "H", "H", "H", "C", "S", "C", "H", "H", "H", "H", "H", "H"], "positions_angstrom": [[0.0660, -1.5604, 0.0646], [-0.2660, -1.5930, 1.4069], [1.0077, -2.0779, -0.0954], [-0.7426, -1.8315, -0.6118], [0.3861, -2.0054, 2.0504], [-0.8403, -0.8903, 1.8373], [-0.5971, 0.7289, -1.7430], [0.6842, 0.1931, -0.5756], [0.6894, 1.4437, 0.6770], [-0.1229, 1.1007, -2.6448], [-1.1598, 1.4809, -1.2302], [-1.2600, -0.0838, -2.0275], [1.4617, 2.1790, 0.4746], [-0.2759, 1.9223, 0.7956], [0.9695, 0.9938, 1.6220]], "nbo_charge": [-0.22, -0.81, 0.24, 0.22, 0.41, 0.40, -0.74, 0.70, -0.78, 0.27, 0.25, 0.26, 0.28, 0.25, 0.27], "homo_lumo_gap_ha": 0.400, "e_lumo_ha": -0.117, "total_charge": 1}



(4)
{"formula": "C23H46N5O8", "method": "ωB97M-V with the def2-TZVPD basis set", "elements": ["C", "C", "C", "C", "N", "C", "C", "N", "N", "C", "C", "O", "N", "O", "C", "C", "C", "N", "H", "H", "H", "H", "H", "H", "H", "H", "H", "H", "H", "H", "H", "H", "H", "H", "H", "H", "C", "O", "C", "C", "O", "C", "C", "O", "C", "H", "H", "H", "H", "H", "H", "H", "H", "H", "H", "H", "H", "H", "H", "C", "O", "C", "C", "O", "C", "C", "O", "C", "H", "H", "H", "H", "H", "H", "H", "H", "H", "H", "H", "H", "H", "H"], "positions_angstrom": [[1.4052, 1.2773, -3.2226], [1.3511, 2.4771, -4.1823], [-0.0613, 2.9571, -4.4966], [-0.8312, 3.5108, -3.2827], [-2.2152, 2.9448, -3.0922], [-2.1751, 1.5917, -2.8167], [-1.5993, 1.1858, -1.6254], [-1.5249, -0.0878, -1.3722], [-1.9543, -1.0774, -2.1066], [-2.5139, -0.7217, -3.2354], [-2.9846, -1.8663, -4.0897], [-4.3253, -1.6567, -4.5028], [-4.6513, -2.7085, -5.4761], [-4.7084, -2.2659, -6.5385], [-2.6783, 0.6109, -3.6540], [-3.3596, 0.9732, -4.9331], [-4.8054, 1.3879, -4.6026], [-5.2431, 2.5718, -4.5307], [2.3395, 0.7300, -3.2699], [1.2359, 1.6147, -2.1973], [0.5679, 0.6114, -3.4547], [1.8444, 2.1764, -5.1055], [1.9585, 3.2742, -3.7535], [0.0311, 3.7752, -5.2098], [-0.5863, 2.1598, -5.0263], [-0.9798, 4.5774, -3.4251], [-0.2746, 3.4103, -2.3546], [-2.7119, 3.1086, -3.9559], [-1.2093, 1.9412, -0.9614], [-1.0743, -0.3439, -0.4940], [-2.9057, -2.7732, -3.4895], [-2.3186, -1.9653, -4.9535], [-3.4353, 0.1445, -5.6278], [-2.8606, 1.7854, -5.4593], [-5.5018, 0.5807, -4.3907], [-4.5087, 3.2500, -4.7407], [-0.9578, -2.9843, 4.7614], [-1.1427, -1.5853, 4.7780], [-0.1530, -0.9079, 4.0251], [-0.6036, 0.4971, 3.7000], [-1.4934, 0.5637, 2.5848], [-2.8333, 0.1338, 2.8226], [-3.6567, 1.1278, 3.6119], [-3.3772, 1.0086, 4.9919], [-3.7955, 2.1437, 5.7215], [0.0193, -3.2558, 5.1753], [-1.7380, -3.4309, 5.3737], [-1.0469, -3.3745, 3.7401], [0.0539, -1.4493, 3.0921], [0.7646, -0.8630, 4.6255], [0.2776, 1.0650, 3.3933], [-1.0259, 0.9949, 4.5731], [-2.8535, -0.8550, 3.2829], [-3.2856, 0.0447, 1.8300], [-4.7241, 0.9155, 3.4580], [-3.4379, 2.1453, 3.2640], [-3.2561, 3.0380, 5.3895], [-3.5652, 1.9689, 6.7698], [-4.8742, 2.3018, 5.6166], [3.0647, -2.7960, -0.7544], [3.8692, -1.9920, 0.0754], [3.1406, -0.9317, 0.6622], [3.8821, -0.3595, 1.8528], [3.7192, -1.1167, 3.0416], [4.4468, -2.3399, 3.1182], [5.9247, -2.1475, 3.3739], [6.5976, -1.8285, 2.1672], [7.8672, -1.2577, 2.4028], [2.6258, -2.2041, -1.5688], [3.6959, -3.5713, -1.1827], [2.2666, -3.2751, -0.1743], [2.1522, -1.2855, 0.9871], [3.0135, -0.1439, -0.0973], [3.4427, 0.6161, 2.0767], [4.9371, -0.1990, 1.6246], [4.2725, -2.9597, 2.2375], [4.0266, -2.8653, 3.9781], [6.3483, -3.0825, 3.7649], [6.0684, -1.3502, 4.1124], [7.7720, -0.3107, 2.9461], [8.3282, -1.0592, 1.4375], [8.5076, -1.9442, 2.9670]], "lowdin_charge": [-0.10, -0.24, -0.18, -0.14, 0.07, -0.20, 0.05, 0.09, 0.18, -0.16, -0.15, -0.16, 0.04, 0.14, -0.06, -0.09, -0.20, 0.13, 0.08, 0.06, 0.06, 0.11, 0.12, 0.11, 0.10, 0.12, 0.11, 0.09, 0.16, 0.19, 0.13, 0.14, 0.11, 0.12, 0.11, 0.04, -0.10, -0.20, -0.21, -0.17, -0.16, -0.18, -0.21, -0.20, -0.10, 0.09, 0.09, 0.09, 0.12, 0.13, 0.12, 0.13, 0.12, 0.11, 0.13, 0.13, 0.09, 0.09, 0.09, -0.11, -0.19, -0.21, -0.18, -0.14, -0.18, -0.20, -0.20, -0.11, 0.08, 0.09, 0.09, 0.12, 0.12, 0.13, 0.13, 0.12, 0.13, 0.13, 0.13, 0.09, 0.09, 0.09], "homo_lumo_gap_ha": 0.244, "e_lumo_ha": -0.163, "total_charge": 1}



(5)
{"formula": "C4H3NOS3", "method": "ωB97M-V with the def2-TZVPD basis set", "elements": ["C", "C", "C", "C", "H", "H", "H", "N", "O", "S", "S", "S"], "positions_angstrom": [[1.4279, -0.5332, -0.0396], [-0.0133, 0.1693, -0.2628], [-1.1397, -0.5357, -0.1685], [-2.4992, -0.0204, -0.2082], [3.2847, -0.1030, -0.0065], [2.1627, 1.4223, 1.7840], [-0.6817, -1.6087, -0.3067], [2.4656, 0.3865, -0.6115], [1.4774, -1.7641, 0.3064], [-3.7471, -1.1139, -0.3097], [-2.3937, 1.7632, 0.2838], [-0.3437, 1.9375, -0.4608]], "nbo_charge": [0.58, -0.22, -0.30, -0.29, 0.36, 0.15, 0.28, -0.49, -0.54, 0.08, 0.20, 0.19], "homo_lumo_gap_ha": 0.159, "e_lumo_ha": -0.164}